A cluster of 2 separate species, C3H10N2O2 in total. Source: OMol25; level of theory: ωB97M-V/def2-TZVPD.

E_LUMO   0.859 eV
Highest occupied orbital energy   -9.0 eV
SMILES   CNC(=O)CN.O
Relative energy (zero: lowest compared OMol25 entry of this formula, charge and spin)   169.6 kJ/mol
2S+1   1

XYZ file:
```
17
Properties=species:S:1:pos:R:3:forces:R:3:nbo_charge:R:1
H -0.264 -2.586 -1.647 -0.3448 -0.0082 0.1016 0.2070
C -0.137 -2.001 -0.742 0.7887 0.9907 0.0819 -0.4080
H 0.457 2.410 0.133 -0.5041 0.1536 0.3367 0.1981
H 0.247 -0.271 -2.010 -0.4986 -0.1757 -0.0589 0.4082
H -0.965 1.668 -0.809 -0.0451 0.4214 0.4542 0.1950
N 0.762 1.939 -1.921 -0.3466 0.2515 0.9036 -0.8273
H 0.520 -2.529 -0.063 0.4730 -0.0515 -0.0668 0.2093
H -1.019 -1.803 -0.161 -0.9154 -0.5897 -0.1391 0.1891
H 0.304 2.778 -2.262 0.3500 -0.0024 -0.3415 0.3569
O -1.046 -1.178 3.776 0.0825 -0.0731 -0.1633 -0.9337
H 1.707 2.202 -1.653 0.1252 0.0330 -0.5810 0.3590
H -1.565 -1.841 4.237 -0.0701 0.0034 0.0861 0.4659
H -1.332 -0.331 4.124 -0.0307 0.0505 0.0638 0.4685
C 0.537 0.296 -0.125 2.2796 1.4420 -1.5490 0.6649
C 0.108 1.697 -0.602 -0.0704 -1.0892 -0.6735 -0.3198
N 0.391 -0.670 -1.096 -0.2642 -0.5807 0.6239 -0.6617
O 1.296 0.222 0.819 -1.0090 -0.7756 0.9212 -0.5713
```
Forces are in eV/Å.

***

A cluster of 2 separate species, C3H10N2O2 in total. Source: OMol25; level of theory: ωB97M-V/def2-TZVPD.

E_LUMO   0.773 eV
Highest occupied orbital energy   -9.4 eV
SMILES   NCCNC=O.O
Relative energy (zero: lowest compared OMol25 entry of this formula, charge and spin)   248.3 kJ/mol
2S+1   1

XYZ file:
```
17
Properties=species:S:1:pos:R:3:forces:R:3:nbo_charge:R:1
O 1.264 -0.071 2.815 2.7379 0.0050 -0.2112 -0.9349
H -0.701 1.491 -3.096 -0.4334 0.0528 -0.5292 0.3609
N 0.201 -1.200 0.394 -0.6448 0.6971 -0.9517 -0.6119
H -0.367 -1.160 -1.730 -0.9315 -1.2218 -0.4546 0.1830
H 1.165 -0.494 -1.363 0.2902 -0.5458 0.2942 0.2069
H 1.748 0.482 3.445 -0.3795 -0.1825 -0.1286 0.4732
C 0.162 -0.651 -0.974 1.3585 4.0841 1.1445 -0.2207
H -1.519 0.643 -0.979 1.2562 1.5280 -1.0550 0.1908
H 0.701 -2.043 0.488 0.5210 -1.1514 0.0332 0.3922
C -0.793 -1.051 1.318 -0.2742 -2.4652 -1.6461 0.5127
H -0.111 1.623 -0.272 -0.2011 -1.3445 -1.5079 0.1999
O -1.218 -1.975 2.008 0.6663 1.6868 0.1257 -0.5918
N 0.096 1.355 -2.512 -1.9957 -2.0474 1.7151 -0.8523
H 0.624 2.180 -2.562 0.7362 1.1839 0.6461 0.3687
H -1.204 -0.071 1.183 -0.9008 0.9476 0.6973 0.1054
H 0.361 0.034 2.973 -2.1061 0.3564 0.7591 0.4649
C -0.407 0.908 -1.136 0.3007 -1.5831 1.0691 -0.2472
```
Forces are in eV/Å.

***

A cluster of 2 separate species, C3H10N2O3 in total. Source: OMol25; level of theory: ωB97M-V/def2-TZVPD.

E_LUMO   0.623 eV
Highest occupied orbital energy   -9.4 eV
SMILES   NCCNC(=O)O.O
Relative energy (zero: lowest compared OMol25 entry of this formula, charge and spin)   60.3 kJ/mol
2S+1   1

XYZ file:
```
18
Properties=species:S:1:pos:R:3:forces:R:3:nbo_charge:R:1
H 0.235 -0.313 -2.086 -0.3242 -0.0036 -0.5982 0.4566
N -1.051 -0.768 0.786 0.6780 0.5869 -0.6457 -0.6355
O 0.212 -0.357 -3.057 0.4128 0.0157 0.5643 -0.9268
H 1.156 -0.317 -3.260 -0.1435 -0.0052 -0.2785 0.4657
O 0.501 -2.414 0.888 0.7213 0.3439 -0.5592 -0.7148
H -1.164 1.889 -0.092 -0.3254 0.2590 -0.5291 0.1974
H 0.858 3.151 -0.518 -0.4275 -0.1091 0.2392 0.3862
N 0.871 2.322 0.051 0.4116 0.4646 -0.6674 -0.8793
H 0.833 -0.008 1.149 -0.1400 -0.0369 -0.1385 0.2037
C -0.813 -2.094 0.903 -0.5287 -1.2537 1.7794 0.8776
O -1.653 -2.919 1.200 -0.0812 0.1374 -0.7362 -0.6449
H -2.002 -0.541 0.544 -0.0128 -0.0008 0.0875 0.4095
H 0.493 -0.147 -0.515 -0.0438 0.3573 -0.3495 0.1597
H 1.741 2.200 0.534 -0.1603 -0.0651 0.2938 0.3726
H -0.579 1.891 1.558 0.0470 -0.1826 -0.3515 0.1770
C 0.031 0.151 0.415 -0.0937 -0.2972 1.3879 -0.1999
C -0.309 1.646 0.510 0.6376 -0.6615 0.4426 -0.2163
H 0.640 -3.372 0.989 -0.6271 0.4511 0.0590 0.5115
```
Forces are in eV/Å.

***

A cluster of 2 separate species, C3H10N2O3 in total. Source: OMol25; level of theory: ωB97M-V/def2-TZVPD.

E_LUMO   0.677 eV
Highest occupied orbital energy   -9.6 eV
SMILES   NC(=O)[C@@H](N)CO.O
Relative energy (zero: lowest compared OMol25 entry of this formula, charge and spin)   89.6 kJ/mol
2S+1   1

XYZ file:
```
18
Properties=species:S:1:pos:R:3:forces:R:3:nbo_charge:R:1
O -1.567 -1.942 0.094 -0.8767 -0.9635 0.7761 -0.7304
O 1.833 0.967 0.154 0.3602 0.1780 -0.0513 -0.6237
H -0.897 -2.624 -0.031 0.3187 0.6211 -0.2463 0.4830
N 0.022 1.973 -0.727 -0.0682 -0.6000 0.6488 -0.8401
H 2.985 -0.775 -1.932 -0.4123 -0.5687 -0.3178 0.4674
C -1.228 -0.632 -0.221 0.0966 0.3878 -0.8012 -0.0666
H -1.175 -0.129 2.566 0.0748 0.1898 0.1684 0.3623
H 2.808 -1.264 -0.588 -0.3903 -0.4190 0.1099 0.4752
H -0.892 -0.571 -1.270 0.3750 0.0572 0.3649 0.1796
H -2.187 -0.087 -0.219 0.2410 -0.0363 0.1615 0.1640
H -0.961 2.204 -0.791 0.3821 -0.2986 0.2148 0.3991
N -0.922 0.649 1.961 -0.2465 -0.6710 -0.6587 -0.7994
C 0.624 1.041 0.089 -0.2053 -0.2120 -0.4007 0.6883
H 0.686 2.536 -1.207 0.1840 0.5979 -0.3319 0.4027
H 0.354 -0.786 1.202 0.4691 0.2494 -0.3092 0.2181
O 2.593 -1.552 -1.490 0.6868 1.0386 0.2464 -0.9421
C -0.249 0.020 0.786 -1.0165 0.1460 0.2374 -0.1778
H -1.826 0.973 1.624 0.0275 0.3034 0.1890 0.3406
```
Forces are in eV/Å.

***

A cluster of 2 separate species, C3H10N2P in total. Source: OMol25; level of theory: ωB97M-V/def2-TZVPD.

E_LUMO (alpha / beta)   -6.389 / -5.424 eV
Highest occupied orbital energy (alpha / beta)   -13.6 / -13.7 eV
Total charge   +1
Relative energy (zero: lowest compared OMol25 entry of this formula, charge and spin)   386.2 kJ/mol
2S+1   1

XYZ file:
```
16
Properties=species:S:1:pos:R:3:forces:R:3:nbo_charge:R:1
H 1.196 -1.871 1.302 -0.8818 -1.3383 0.2440 0.2487
P 1.030 0.441 1.638 -0.6515 -0.6799 -0.9396 0.9324
C -1.526 0.865 -1.565 1.5382 0.2004 -1.1743 -0.6881
N -2.086 0.319 0.648 -1.6518 0.8480 -0.7183 -0.7243
H 1.931 1.521 1.369 -0.1286 -0.5825 0.0412 0.0155
H 2.752 -1.325 2.182 -1.0637 0.0721 -1.6647 0.2984
H -0.705 1.118 -2.278 -0.4757 -0.5921 0.7538 0.2615
H 2.287 -1.002 0.243 0.0146 0.0018 0.2663 0.1372
H -2.166 1.714 -1.602 -0.5098 0.9822 0.5392 0.2603
C -1.082 0.533 -0.182 -0.9813 0.1564 -0.4931 0.5335
H -2.155 0.088 -1.943 -0.0969 -0.8380 -0.3657 0.2592
N 0.148 0.420 0.168 2.9057 -0.4709 0.6761 -0.7644
H -3.026 0.659 0.458 0.4478 -0.1971 -0.4333 0.4213
H 1.626 -0.716 -0.750 -0.5650 0.4914 0.4607 0.2231
C 1.938 -1.136 1.389 1.3518 2.4894 0.8489 -0.8219
H -1.989 0.061 1.576 0.7481 -0.5428 1.9587 0.4076
```
Forces are in eV/Å.

***

A cluster of 2 separate species, C3H10N2S in total. Source: OMol25; level of theory: ωB97M-V/def2-TZVPD.

E_LUMO   1.037 eV
Highest occupied orbital energy   -7.4 eV
SMILES   N/C=C/N.CS
Relative energy (zero: lowest compared OMol25 entry of this formula, charge and spin)   83.6 kJ/mol
2S+1   1

XYZ file:
```
16
Properties=species:S:1:pos:R:3:forces:R:3:nbo_charge:R:1
H -2.856 -0.755 -1.543 0.0267 -0.0273 0.0510 0.2156
C 0.717 1.260 0.862 0.0698 -0.2090 0.1736 -0.1282
H -1.789 -1.938 -0.756 0.0328 -0.1055 -0.0609 0.2084
H 3.022 0.206 -0.039 -0.0046 -0.0858 0.0283 0.3761
H -1.041 0.752 1.712 -0.0482 -0.0676 -0.1706 0.3594
H 1.268 2.121 0.501 -0.1592 -0.0041 -0.2648 0.1885
N -0.698 1.424 1.033 0.3170 0.3396 0.3805 -0.8245
S -0.559 -0.381 -2.169 0.0618 -0.1128 -0.1537 -0.0767
H 0.761 -0.679 1.582 -0.1108 -0.2401 -0.0953 0.1728
N 2.639 -0.239 0.781 0.3771 0.3665 0.0484 -0.8228
H -0.883 2.336 1.435 -0.1125 0.0164 -0.1149 0.3629
C 1.320 0.096 1.076 -0.1554 -0.0413 0.1510 -0.0530
H 2.870 -1.214 0.825 -0.1148 -0.0460 -0.0626 0.3785
C -1.980 -1.388 -1.674 -0.2123 0.3603 0.0087 -0.7281
H -0.597 0.463 -1.132 -0.0567 0.0338 0.0632 0.1487
H -2.195 -2.065 -2.495 0.0893 -0.1772 0.0181 0.2223
```
Forces are in eV/Å.

***

A cluster of 2 separate species, C3H10N2S in total. Source: OMol25; level of theory: ωB97M-V/def2-TZVPD.

E_LUMO   0.807 eV
Highest occupied orbital energy   -7.8 eV
Relative energy (zero: lowest compared OMol25 entry of this formula, charge and spin)   366.7 kJ/mol
2S+1   1

XYZ file:
```
16
Properties=species:S:1:pos:R:3:forces:R:3:nbo_charge:R:1
C 1.493 -0.260 -2.990 1.3006 1.3513 0.5418 -0.0355
H 1.099 1.287 -1.958 -0.7638 0.0682 -0.3821 0.3432
S -0.922 0.633 0.731 0.7526 -1.0497 0.5861 0.9740
H 1.969 -1.214 -2.968 -0.6857 -1.2731 -0.1754 0.1681
H 0.444 -1.256 0.913 2.9215 -0.8823 1.2354 0.1960
H 1.726 0.365 -3.823 -0.0100 0.2211 -1.1050 0.1422
H -0.174 -0.465 2.858 0.1404 2.0133 -0.3885 0.2293
H 0.999 0.891 2.274 -0.2352 -0.6333 -0.3223 0.2253
H -0.442 1.451 3.032 -0.2064 -1.1339 -0.3056 0.2381
N 1.114 0.272 -1.916 0.3601 -0.1713 0.8537 -0.6123
H -1.218 -1.693 0.681 -0.3134 -0.5271 -0.3064 0.2279
H -0.217 -0.971 -0.700 0.4210 -0.9010 -1.8443 0.2412
C -0.360 -1.168 0.306 -3.0899 2.9384 0.9977 -0.7319
H -2.981 0.980 0.194 0.0741 0.6561 -0.4441 0.3606
N -2.478 0.549 0.944 0.3223 -0.6162 1.1309 -1.1844
C -0.052 0.597 2.423 -0.9882 -0.0603 -0.0721 -0.7819
```
Forces are in eV/Å.

***

A cluster of 2 separate species, C3H10N2S in total. Source: OMol25; level of theory: ωB97M-V/def2-TZVPD.

E_LUMO   0.636 eV
Highest occupied orbital energy   -7.9 eV
Relative energy (zero: lowest compared OMol25 entry of this formula, charge and spin)   466.3 kJ/mol
2S+1   1

XYZ file:
```
16
Properties=species:S:1:pos:R:3:forces:R:3:nbo_charge:R:1
H -0.190 1.932 1.847 -0.8306 -1.0514 2.6077 0.1909
H 0.289 -3.713 0.512 -0.7149 1.3430 0.7607 0.1538
H -1.055 -2.736 1.359 -1.2058 -1.2774 0.8462 0.2056
H 0.535 -2.370 1.745 1.0839 -0.5067 1.3928 0.1663
H 0.244 0.452 -0.253 1.7630 -0.8880 -0.4648 0.1005
N 0.626 -0.547 -2.180 2.6375 0.4826 1.9192 -1.0368
N -0.237 -1.646 0.096 0.8736 2.9191 -2.6446 -0.9078
C -0.084 -2.705 0.957 1.3184 -2.3442 -0.0850 -0.4199
H -0.410 3.127 -0.854 -0.0546 0.9255 -1.2747 0.2037
S 0.981 -0.766 -0.443 -3.8955 0.2126 -1.2726 0.9637
H 1.141 2.289 0.696 0.6115 -0.1590 0.1475 0.1853
C -0.734 2.918 0.118 -1.1069 -2.1941 2.3914 -0.3900
C 0.104 2.324 0.960 1.2025 1.7369 -2.6694 -0.3789
H 0.763 -1.266 -2.858 -0.0561 -0.6091 0.0552 0.3875
H -1.762 2.758 0.486 0.1450 0.9451 -1.1060 0.2051
H -0.209 -0.050 -2.188 -1.7707 0.4650 -0.6036 0.3708
```
Forces are in eV/Å.